Here is a molecular structure, C37H30AsBaF15GeINPS in a non-equilibrium geometry from the Open Molecules 2025 dataset. Energies are from ωB97M-V with the def2-TZVPD basis set.

Values from the calculation:
Frontier orbital gap in eV: 8.19
Molar mass in g/mol: 1248.43
LUMO in Ha: -0.0995
Largest force on an atom in Eh/bohr: 0.0539
ΔE to the lowest compared entry with this formula, charge and spin in eV: 0.000

```
! RIJCOSX wB97M-V def2-TZVPD def2/J DEFGRID3
* xyz 1 1
Ba -0.44280 0.85197 -0.79563
I -2.42985 3.07653 2.00695
C -3.70528 2.35529 0.51069
C -5.06053 2.63266 0.65499
C -5.88229 2.32165 -0.40909
C -5.34739 1.66007 -1.50591
C -4.02357 1.32596 -1.48552
N -3.17501 1.75046 -0.51373
H -5.42404 3.14640 1.52833
H -6.92200 2.60215 -0.44940
H -5.92218 1.40516 -2.42328
H -3.57118 0.84531 -2.32536
C 4.05063 0.79418 -1.35076
C 3.79900 2.20468 -1.91065
As 2.69713 3.06678 -0.45388
C 3.89859 2.87511 1.13354
C 5.34579 3.23152 0.89611
C 2.93974 4.99234 -0.90107
C 2.27726 5.24402 -2.26384
H 4.57240 0.11959 -2.05411
H 3.17891 0.31692 -0.95242
H 4.67580 0.90359 -0.47053
H 3.25722 2.25781 -2.86415
H 4.77607 2.66090 -2.04262
H 3.75167 1.82113 1.36092
H 3.52700 3.51920 1.92329
H 5.95499 2.63349 0.25061
H 5.78319 3.35533 1.91330
H 5.43215 4.29642 0.56029
H 4.02765 5.18372 -0.84692
H 2.46763 5.62470 -0.11328
H 2.70671 4.64573 -3.07729
H 2.44663 6.23579 -2.56082
H 1.18670 5.08396 -2.14127
F -0.74100 -3.36307 4.64569
C -0.25891 -4.33285 3.89476
C 0.23876 -4.04672 2.65542
C 0.81972 -5.07112 1.92550
F 1.29209 -4.92048 0.68011
C 0.72772 -6.38616 2.38329
F 1.33167 -7.32524 1.68773
C 0.23766 -6.64495 3.63847
F 0.27881 -7.84968 4.16138
C -0.31752 -5.63225 4.42355
F -0.63961 -5.86393 5.69036
Ge 0.12738 -2.20948 2.08997
S 0.76958 -1.74913 0.02363
C -1.80581 -1.80309 2.10715
C -2.41055 -0.82861 2.89660
F -1.68083 -0.27322 3.90164
C -3.71292 -0.38426 2.79185
F -4.31192 0.49992 3.64553
C -4.50005 -0.89732 1.77892
F -5.80445 -0.63365 1.61010
C -3.95205 -1.80850 0.91478
F -4.66867 -2.24012 -0.09401
C -2.67040 -2.32676 1.14624
F -2.18792 -3.26230 0.31157
C 1.14109 -1.10555 3.27973
C 1.98746 -1.59473 4.26406
F 2.00545 -2.92532 4.56801
C 2.86989 -0.79262 5.02746
F 3.70028 -1.24576 5.94198
C 2.84717 0.55857 4.79945
F 3.55266 1.37927 5.53917
C 1.96689 1.07367 3.81446
F 1.90218 2.40433 3.57758
C 1.15021 0.25802 3.11186
F 0.27410 0.80641 2.23189
C 0.67905 0.76111 -5.66212
P 0.48581 0.21169 -3.93241
C 1.59865 -1.25046 -3.76133
C -1.20429 -0.56310 -3.97517
C -1.54187 -1.61635 -3.12699
C -2.83959 -2.06702 -2.95820
C -3.86866 -1.56669 -3.69806
C -3.58397 -0.44362 -4.48396
C -2.30854 0.02416 -4.62264
H -0.03880 1.50403 -5.83240
H 0.41452 -0.03036 -6.32838
H 1.75035 1.04478 -5.81857
H 1.29265 -2.02275 -4.44380
H 1.58862 -1.55590 -2.70284
H 2.56282 -0.86567 -3.96334
H -0.76604 -2.08322 -2.54642
H -3.00308 -2.89619 -2.28461
H -4.90877 -1.93648 -3.54613
H -4.45554 -0.08231 -4.98285
H -2.25823 0.93045 -5.22316
*
```

These are the Mulliken partial charges, in e, on atoms 1 to 4: number 1, Ba, carries 1.30; number 2, I, carries 0.14; number 3, C, carries -0.30; number 4, C, carries -0.40


Here is a molecular structure, C37H30AuN2O4P2 from the Open Molecules 2025 dataset. Energies are from ωB97M-V with the def2-TZVPD basis set.

Values from the calculation:
Frontier orbital gap in eV: 8.19
Molar mass in g/mol: 825.57
LUMO in Ha: -0.1106
Largest force on an atom in Eh/bohr: 0.0131
ΔE to the lowest compared entry with this formula, charge and spin in eV: 0.000

```
! RIJCOSX wB97M-V def2-TZVPD def2/J DEFGRID3
* xyz 1 1
Au 1.97885 -0.17367 -0.24258
C 2.01126 0.07430 3.05342
P 1.95107 -1.31780 1.81782
C 3.10598 -2.56391 2.43733
C 2.97698 -3.86805 1.96103
C 3.85125 -4.85200 2.38813
C 4.86206 -4.54236 3.28873
C 4.99585 -3.24727 3.76343
C 4.12044 -2.25696 3.33995
C 0.29021 -2.01904 2.01247
C -0.31843 -2.15920 3.25784
C -1.60093 -2.67439 3.35281
C -2.27889 -3.07081 2.20666
C -1.67277 -2.95018 0.96567
C -0.39628 -2.41672 0.86802
C 1.14695 1.17687 2.54661
C -0.03735 1.65782 2.91791
C -0.52695 2.58120 1.82651
C 0.59372 2.40275 0.80387
C 0.64775 2.86989 -0.61875
P 1.28835 1.50755 -1.74263
C 2.55419 2.30139 -2.75329
C 2.21273 3.30255 -3.66408
C 3.19970 3.92034 -4.41069
C 4.52831 3.53839 -4.25681
C 4.87038 2.53901 -3.36077
C 3.88285 1.91957 -2.60598
C -0.04828 1.14290 -2.91364
C 0.30063 0.38036 -4.02982
C -0.66017 0.02342 -4.95951
C -1.97935 0.42241 -4.78458
C -2.33327 1.17657 -3.67760
C -1.37165 1.53271 -2.74096
N 1.55892 1.71576 1.28361
H 3.04711 0.41717 3.09550
H 1.71367 -0.27087 4.04209
H 2.18685 -4.11926 1.26298
H 3.74385 -5.86258 2.01864
H 5.54348 -5.31316 3.62199
H 5.78032 -3.00403 4.46689
H 4.24065 -1.25358 3.72362
H 0.20025 -1.87397 4.16411
H -2.06899 -2.77510 4.32261
H -3.27788 -3.47857 2.28404
H -2.19587 -3.26318 0.07188
H 0.06005 -2.28142 -0.10600
H -0.58874 1.44926 3.82029
H -0.59969 3.62581 2.13615
H 1.35286 3.69977 -0.71398
H -0.32159 3.23024 -0.95732
H 1.17529 3.58397 -3.80319
H 2.93614 4.69362 -5.11925
H 5.29703 4.02008 -4.84595
H 5.90279 2.23724 -3.25002
H 4.14344 1.13423 -1.90593
H 1.32926 0.07149 -4.17657
H -0.37994 -0.56291 -5.82387
H -2.72913 0.14690 -5.51392
H -3.35859 1.49305 -3.54016
H -1.67126 2.11512 -1.88117
O -1.86446 2.26428 1.38079
C -2.00623 1.11253 0.69710
O -1.07001 0.48888 0.25806
C -3.42277 0.70918 0.50559
C -3.67249 -0.29589 -0.42528
C -4.96595 -0.74699 -0.61907
C -5.97160 -0.18245 0.14350
C -5.75032 0.81161 1.07739
C -4.45328 1.26530 1.25530
N -7.36050 -0.67150 -0.04960
O -7.53991 -1.49128 -0.92354
O -8.21416 -0.21444 0.67711
H -2.84879 -0.71768 -0.98393
H -5.20329 -1.51853 -1.33599
H -6.57770 1.20953 1.64498
H -4.24398 2.04471 1.97402
*
```

These are the Mulliken partial charges, in e, on atoms 1 to 4: number 1, Au, carries 0.27; number 2, C, carries -0.89; number 3, P, carries 0.08; number 4, C, carries 1.02


Here is a molecular structure, C37H30BClF9N5O3PbSe in a non-equilibrium geometry from the Open Molecules 2025 dataset. Energies are from ωB97M-V with the def2-TZVPD basis set.

Values from the calculation:
Frontier orbital gap (alpha / beta) in eV: 5.35 / 5.55
Molar mass in g/mol: 1096.09
LUMO (alpha / beta) in Ha: -0.0708 / -0.0699
Largest force on an atom in Eh/bohr: 0.0224
ΔE to the lowest compared entry with this formula, charge and spin in eV: 2.702

```
! RIJCOSX wB97M-V def2-TZVPD def2/J DEFGRID3
* xyz 0 1
Pb 0.74573 0.45082 0.37807
C 0.76579 3.04007 2.99057
O -0.04005 2.74696 1.85157
C -1.31645 3.18524 1.81994
C -1.84500 4.09913 2.72354
C -3.15083 4.54194 2.60051
C -3.95172 4.09870 1.55566
C -3.43668 3.19936 0.64947
C -2.13124 2.70725 0.77779
N -1.63759 1.73888 -0.09922
N -2.40198 1.37701 -1.01172
C -2.21665 0.80368 -2.17200
C -0.97592 1.03766 -2.88731
O -0.00030 1.53233 -2.30889
C -0.95454 0.66228 -4.27566
C -1.97101 -0.02090 -4.84103
C -3.14812 -0.40069 -4.10515
C -4.16273 -1.18756 -4.66426
C -5.23630 -1.59403 -3.90239
C -5.33476 -1.20673 -2.56406
C -4.36866 -0.40169 -2.00401
C -3.26768 0.01248 -2.76388
H 1.19817 4.04158 2.90904
H 0.20014 2.94906 3.91531
H 1.54870 2.28624 2.99942
H -1.23668 4.47824 3.53157
H -3.53937 5.25097 3.31882
H -4.96766 4.45413 1.45619
H -4.03403 2.82021 -0.16704
H -0.05370 0.89970 -4.82666
H -1.89095 -0.32385 -5.87849
H -4.09401 -1.47713 -5.70599
H -6.00193 -2.22042 -4.34085
H -6.17163 -1.54415 -1.96786
H -4.42168 -0.11761 -0.96181
C 3.90042 -2.66001 2.95064
C 3.85612 -2.08957 1.62195
N 3.83205 -1.65442 0.55900
H 3.38563 -3.61935 2.94838
H 3.39408 -1.98938 3.64432
H 4.93505 -2.79731 3.26071
Cl 3.85569 1.66887 -2.94467
C 2.82647 2.92416 -2.40715
C 2.38074 3.83626 -3.35020
C 1.57266 4.88982 -2.97076
C 1.26605 5.07635 -1.62301
C 1.74379 4.20127 -0.68201
C 2.51415 3.06078 -1.02760
C 2.86618 2.13353 -0.00354
H 2.65057 3.69316 -4.38730
H 1.18945 5.57412 -3.71517
H 0.64616 5.91027 -1.32134
H 1.52384 4.36492 0.36580
H 2.85349 2.52178 1.00864
H 3.62532 1.38951 -0.21374
C -0.17927 -3.78058 -0.65285
N 1.20661 -3.96680 -1.03929
C 1.88681 -5.15995 -1.07159
C 3.13486 -4.90129 -1.52419
N 3.21002 -3.54969 -1.76175
C 4.35489 -2.82538 -2.27739
C 2.02639 -2.98216 -1.45000
Se 1.58601 -1.18910 -1.76974
H -0.70523 -4.73062 -0.70558
H -0.65240 -3.06484 -1.32038
H -0.25314 -3.38537 0.35816
H 1.43391 -6.09115 -0.78476
H 3.96309 -5.56069 -1.70872
H 5.17508 -3.52379 -2.42413
H 4.64039 -2.05605 -1.56722
H 4.09660 -2.34573 -3.22152
F -2.95902 -2.71337 0.74856
B -2.36636 -1.47686 0.96216
F -1.48405 -1.21130 -0.15343
F -1.56923 -1.47594 2.11098
F -3.31217 -0.44922 1.02286
F -0.43955 -3.54370 6.48283
C -0.02055 -2.70317 5.52689
C 0.11658 -1.35054 5.78481
F -0.17306 -0.87414 7.00194
C 0.57329 -0.49119 4.80597
F 0.70968 0.81102 5.12782
C 0.92348 -0.91228 3.50654
O 1.40672 -0.11066 2.60866
C 0.76059 -2.29612 3.29931
F 1.06823 -2.79853 2.08048
C 0.30843 -3.16792 4.26563
F 0.21578 -4.47688 3.99681
*
```

These are the Mulliken partial charges, in e, on atoms 1 to 4: number 1, Pb, carries 1.49; number 2, C, carries -1.32; number 3, O, carries 0.76; number 4, C, carries 0.35


Here is a molecular structure, C37H30BrIrN8O3S in a non-equilibrium geometry from the Open Molecules 2025 dataset. Energies are from ωB97M-V with the def2-TZVPD basis set.

Values from the calculation:
Frontier orbital gap (alpha / beta) in eV: 5.65 / 6.19
Molar mass in g/mol: 938.89
<S²>: 0.756
LUMO (alpha / beta) in Ha: -0.1426 / -0.1424
Largest force on an atom in Eh/bohr: 0.0402
ΔE to the lowest compared entry with this formula, charge and spin in eV: 0.055

```
! RIJCOSX wB97M-V def2-TZVPD def2/J DEFGRID3
* xyz 1 2
Ir 0.06561 -0.52010 -0.16889
Br -6.53279 -1.26942 3.12788
C -5.05616 -1.18387 1.96174
C -5.23978 -1.36336 0.59834
C -4.15403 -1.32236 -0.25540
C -2.88007 -1.10502 0.24405
O -1.81916 -1.19062 -0.61504
C -2.67556 -0.86549 1.61657
C -1.44987 -0.45398 2.30530
N -0.28524 -0.29151 1.79495
C 0.81662 0.25329 2.52286
C 0.90162 0.43065 3.87511
C 2.04019 1.05405 4.42648
C 3.04930 1.51181 3.62582
C 2.98484 1.33911 2.22400
C 3.96205 1.81893 1.31834
C 3.79092 1.62168 -0.01885
C 2.67073 0.90210 -0.47812
N 1.76703 0.42046 0.34573
C 1.87888 0.66812 1.68774
C -3.79747 -0.92718 2.45865
H -6.23050 -1.54069 0.20317
H -4.29549 -1.46780 -1.31683
H -1.59020 -0.22533 3.35882
H 0.10907 0.09967 4.52964
H 2.09684 1.18624 5.49847
H 3.90250 2.02323 4.05227
H 4.82452 2.35053 1.69972
H 4.50149 1.99090 -0.74338
H 2.52270 0.68060 -1.52463
H -3.66459 -0.75817 3.51897
N 1.47088 -2.36264 -4.71107
C 1.31088 -1.88083 -3.46480
S 2.57590 -1.91211 -2.36563
N 0.01411 -1.45192 -3.29373
N -0.35823 -0.77511 -2.22761
C -1.79481 -0.69492 -2.06385
C -2.29208 0.70353 -2.06805
C -3.35585 1.09628 -2.87387
C -3.79824 2.40494 -2.86946
C -3.16298 3.32477 -2.04023
C -2.09813 2.95872 -1.23891
C -1.63374 1.63799 -1.24238
O -0.59120 1.35112 -0.46495
H 2.36609 -2.71977 -4.99098
H 0.70277 -2.32924 -5.35976
H -2.30521 -1.39154 -2.72730
H -3.82377 0.36141 -3.52036
H -4.62121 2.71033 -3.49972
H -3.50466 4.35207 -2.02101
H -1.60113 3.67949 -0.60405
C -4.01215 -2.32269 5.91285
C -2.58237 -2.52372 5.49246
C -2.23288 -3.42410 4.49656
C -0.91156 -3.63906 4.11538
C 0.11285 -2.93346 4.73658
N 1.49598 -3.06457 4.45715
C 2.19945 -4.15391 3.95848
O 3.25238 -4.48856 4.44657
N 1.65842 -4.85653 2.88924
C 1.03520 -4.38273 1.73181
C 0.52623 -5.31440 0.83233
C -0.06640 -4.87338 -0.33073
C -0.14252 -3.51677 -0.57824
N 0.33393 -2.61771 0.28667
C 0.91294 -3.03475 1.41739
C -0.22787 -2.02919 5.74646
C -1.54482 -1.82771 6.11241
H -4.68603 -2.95076 5.33199
H -4.33067 -1.28560 5.78571
H -4.14624 -2.56983 6.96690
H -3.01037 -3.99864 4.00585
H -0.70656 -4.37986 3.36147
H 2.08168 -2.61606 5.14816
H 2.10970 -5.75496 2.79517
H 0.60345 -6.37282 1.04929
H -0.46208 -5.57312 -1.05246
H -0.54968 -3.14318 -1.50291
H 1.30708 -2.27807 2.08023
H 0.55957 -1.49642 6.26891
H -1.76847 -1.13441 6.91542
*
```

These are the Mulliken partial charges, in e, on atoms 1 to 4: number 1, Ir, carries 1.75; number 2, Br, carries -0.16; number 3, C, carries -0.52; number 4, C, carries -0.66